# 1
11
Properties=species:S:1:pos:R:3 method="wB97M-V/def2-TZVPD" smiles="CN=C=O.C=O" e_lumo_ev=0.51 max_force_ev_per_a=1.3 e_homo_ev=-9.558
C -1.23795 1.55497 -0.04034
N -0.25952 0.49435 -0.12197
C -0.51559 -0.60777 0.32812
O -0.74253 -1.65667 0.78907
H -1.96063 1.42218 -0.84659
H -1.74133 1.50745 0.92745
H -0.73753 2.51539 -0.14796
C 1.80617 -1.30496 -0.20790
O 1.90150 -1.86011 -1.27411
H 1.46076 -0.24735 -0.16023
H 2.02666 -1.81749 0.75444

***

# 2
16
Properties=species:S:1:pos:R:3 method="wB97M-V/def2-TZVPD" smiles=CC.CC e_lumo_ev=1.19 max_force_ev_per_a=4.5 e_homo_ev=-11.295
C 1.69609 0.86518 -1.42129
C 0.30038 1.62517 -1.34154
H 2.13173 0.72474 -2.31435
H 2.47374 1.18707 -0.78409
H 1.71158 -0.14248 -1.08127
H 0.18107 2.46405 -0.56390
H -0.63233 1.01338 -1.32161
H -0.05366 2.05751 -2.22530
C -1.61676 -0.76773 1.24300
C -0.32681 -1.64246 1.66111
H -2.14882 -0.33901 2.02214
H -1.28608 0.02282 0.46777
H -2.23853 -1.43524 0.70965
H -0.32776 -1.86062 2.68200
H 0.53168 -1.09355 1.22857
H -0.39551 -2.67884 1.03911

***

ΔE to the lowest compared entry with this formula, charge and spin readings, ordered: 55.2 38.9 kcal/mol